1.
C23H39IrN3O5SSi4 | wB97M-V/def2-TZVPD

Results
calculated total energy = -84381.8681 eV
HOMO level (alpha / beta) = -2.5 / -4.6 eV
expectation value of S² = 6.04
HOMO-LUMO gap (alpha / beta) = 4.983 / 6.937 eV
lowest unoccupied orbital energy (alpha / beta) = 0.0925 / 0.0849 Ha

```
! wB97M-V def2-TZVPD RIJCOSX def2/J DEFGRID3
* xyz -1 5
Ir 0.39416 0.06364 -0.30838
C 2.79447 -2.69897 -2.91593
C 2.21289 -1.56466 -2.12735
N 1.02001 -1.61366 -1.56953
N 0.17314 -2.67191 -1.76483
C -1.02954 -2.30714 -1.38805
O -1.35766 -1.16316 -0.89040
C -2.12603 -3.30824 -1.54196
C -1.93988 -4.47618 -2.27853
C -2.96823 -5.39437 -2.40381
C -4.19451 -5.15864 -1.79381
C -4.38344 -3.99781 -1.05848
C -3.35539 -3.07511 -0.93461
C 2.88943 -0.33216 -1.96347
C 4.17172 -0.04549 -2.50060
C 4.74617 1.17634 -2.32590
C 4.04864 2.17960 -1.59508
C 2.81481 1.86020 -1.09694
N 2.22157 0.66797 -1.25480
H 2.12688 -3.55504 -2.86313
H 3.77037 -2.98941 -2.52178
H 2.93064 -2.42889 -3.96583
H -0.97889 -4.64591 -2.74392
H -2.81393 -6.29873 -2.98009
H -4.99667 -5.87989 -1.88887
H -5.33344 -3.80976 -0.57471
H -3.48213 -2.16844 -0.36093
H 4.68584 -0.81828 -3.05476
H 5.72438 1.38143 -2.74181
H 4.46882 3.15885 -1.42007
H 2.24746 2.58410 -0.52516
O -1.00074 0.83233 2.92207
S -0.62730 -0.56386 2.05828
O 0.88262 -0.40051 1.96166
O -0.11241 2.40400 0.94410
O -1.00006 -1.63737 2.95657
C -0.75672 5.47531 4.09421
Si -1.27687 3.66499 3.99004
C -0.97526 2.91543 5.69414
C -3.12572 3.58527 3.63464
Si -0.05687 2.18613 2.60770
Si -0.99102 3.34655 -0.11872
C -2.76945 2.79967 -0.01415
C -0.37518 3.13187 -1.86515
C -0.77800 5.13118 0.39660
Si 2.14732 1.93548 3.38741
C 2.10707 0.73959 4.83384
C 2.66536 3.62390 4.08200
C 3.46783 1.43728 2.15831
H -1.19584 5.90856 4.99601
H -1.09452 6.06703 3.24482
H 0.32401 5.58410 4.16614
H -1.64399 3.37606 6.42602
H 0.05016 3.07712 6.02581
H -1.15795 1.84147 5.68810
H -3.67813 3.81243 4.55053
H -3.41839 2.59082 3.30006
H -3.42800 4.30623 2.87212
H -2.81378 1.71302 -0.11346
H -3.36524 3.23615 -0.81776
H -3.23054 3.06552 0.93815
H -0.14760 2.08792 -2.10291
H 0.52309 3.71288 -2.07169
H -1.15756 3.45604 -2.55504
H -1.28949 5.33165 1.33906
H -1.17745 5.81775 -0.35158
H 0.28027 5.36107 0.53411
H 1.41843 1.07337 5.60977
H 3.10514 0.66303 5.27390
H 1.78966 -0.24742 4.50602
H 1.95671 3.99205 4.82364
H 2.74147 4.37728 3.29586
H 3.64157 3.55276 4.56681
H 3.18283 0.57238 1.56597
H 4.36512 1.18109 2.73044
H 3.72610 2.24923 1.47894
*
```

=====

2.
C18H24N2O6S | wB97M-V/def2-TZVPD

Results
calculated total energy = -45155.7648 eV
HOMO level = -9.4 eV
HOMO-LUMO gap = 9.171 eV
lowest unoccupied orbital energy = -0.0095 Ha

```
! wB97M-V def2-TZVPD RIJCOSX def2/J DEFGRID3
* xyz 0 1
O 5.14723 2.62435 1.70917
C 4.70260 1.89927 0.84689
C 3.76067 2.43117 -0.25538
O 2.42360 1.96387 -0.09063
C 2.10460 0.76779 -0.57921
O 2.89526 0.03190 -1.13078
C 0.67218 0.43363 -0.38391
C 0.20193 -0.77161 -0.90316
C -1.12725 -1.11840 -0.74485
C -1.97416 -0.26160 -0.06717
S -3.71828 -0.66703 0.09271
O -4.17194 -0.18892 1.36292
O -3.87776 -2.04814 -0.25103
N -4.29386 0.34481 -1.13074
C -4.61383 -0.35539 -2.35470
C -5.93637 -1.13661 -2.18814
O -6.65481 -0.67367 -1.06840
C -6.71402 0.73015 -1.02382
C -5.30784 1.30515 -0.74612
C -1.51802 0.93318 0.45950
C -0.19030 1.28611 0.30442
N 4.96713 0.59267 0.72376
C 5.75969 -0.15945 1.67407
C 6.90771 -0.89838 0.95512
C 6.58364 -2.39683 1.04731
C 5.09255 -2.45240 1.37385
C 4.91109 -1.26658 2.31584
H 3.70473 3.51732 -0.17426
H 4.13811 2.13352 -1.23975
H 0.89185 -1.41741 -1.42503
H -1.52041 -2.04909 -1.12214
H -4.68692 0.38875 -3.15365
H -3.79110 -1.03371 -2.57439
H -5.73964 -2.18940 -1.98564
H -6.55214 -1.03956 -3.09687
H -7.40551 0.97985 -0.21876
H -7.11146 1.11912 -1.97443
H -5.14181 2.23489 -1.30085
H -5.17086 1.48566 0.31913
H -2.20969 1.56199 0.99653
H 0.18728 2.21030 0.71214
H 4.53523 0.06846 -0.02818
H 6.12014 0.56568 2.40667
H 6.95105 -0.57268 -0.08426
H 7.86827 -0.67049 1.41303
H 7.15048 -2.85194 1.86041
H 6.82759 -2.92608 0.12785
H 4.80020 -3.39747 1.82829
H 4.49911 -2.30824 0.46940
H 3.87127 -0.96229 2.42912
H 5.31078 -1.50845 3.30084
*
```